Here is a molecular structure, C4H12F2NO8RbS2 in a non-equilibrium geometry from OMol25. Energies are from ωB97M-V/def2-TZVPD.

```
30
Properties=species:S:1:pos:R:3:forces:R:3
Rb -3.302826 -0.029092 -1.107833 0.1 -0.2 0.1
S -2.592443 -5.748277 2.297929 0.5 -0.3 3.2
S -1.574577 -6.281968 0.232065 6.0 -8.5 -7.9
F -3.811439 -4.843380 2.436096 -1.6 1.9 -0.4
F -0.865572 -5.660664 -1.119189 -0.5 0.4 0.2
O -2.666722 -7.018295 -0.374871 1.3 0.0 0.8
O -3.231739 -7.053042 2.294609 1.5 1.4 -0.8
O -1.830354 -5.409013 3.482246 -0.1 -0.2 -1.7
O -0.347545 -6.880074 0.797454 -2.6 -0.4 -0.5
O -1.840003 5.417765 -1.876645 -0.9 1.1 -0.6
O -1.141153 7.703219 -3.921439 0.0 0.1 0.2
O 2.758771 -1.163010 1.638007 2.5 0.0 1.0
O 5.726172 -0.086150 1.591814 -0.2 -0.3 -0.3
N -1.906429 -5.065218 0.882344 -4.4 6.0 7.0
C 5.331728 -1.140062 2.452704 -1.6 -0.2 -1.6
C 3.790889 -1.198750 2.733914 -0.4 1.2 1.2
C -2.045980 6.665374 -4.113436 -1.4 -2.0 0.3
C -2.739982 6.121248 -2.787157 1.1 -0.8 -1.3
H 5.972598 -0.960797 3.315976 -0.7 -0.6 0.5
H -2.864155 6.822731 -4.816232 -0.6 1.2 0.2
H -3.360123 6.939219 -2.420485 0.6 0.4 1.0
H 3.606799 -0.356375 3.400716 -0.5 0.3 -0.2
H 3.692324 -2.063454 3.390165 -0.4 -0.4 -0.3
H 2.036908 -1.737130 1.904285 0.2 -0.2 0.2
H -1.555265 8.358607 -3.355237 0.0 0.3 0.0
H -3.508270 5.373384 -2.983468 0.1 -0.1 -0.7
H -0.971805 5.814159 -1.980153 0.2 0.2 0.1
H 5.364648 -0.300945 0.728817 0.0 0.2 -0.2
H -1.571804 5.915188 -4.746257 0.8 -0.5 0.8
H 5.447349 -2.135198 2.023261 1.2 -0.1 -0.3
```
Forces are in eV/Å.

Computed properties:
- orbital gap (eV) = 5.8
- LUMO energy (eV) = -2.47
- net charge = 0
- total energy (eV) = -49967.70182

Charges computed using natural (NBO), reported in e: atom 1 (Rb): 0.999, atom 2 (S): 2.403, atom 3 (S): 2.456, atom 4 (F): -0.496, atom 5 (F): -0.553, atom 6 (O): -0.915, atom 7 (O): -0.875, atom 8 (O): -0.919, atom 9 (O): -0.931, atom 10 (O): -0.729, atom 11 (O): -0.698, atom 12 (O): -0.743, atom 13 (O): -0.711, atom 14 (N): -1.169, atom 15 (C): -0.088, atom 16 (C): -0.098, atom 17 (C): -0.102, atom 18 (C): -0.101, atom 19 (H): 0.200, atom 20 (H): 0.163, atom 21 (H): 0.163, atom 22 (H): 0.158, atom 23 (H): 0.175, atom 24 (H): 0.480, atom 25 (H): 0.469, atom 26 (H): 0.175, atom 27 (H): 0.477, atom 28 (H): 0.468, atom 29 (H): 0.185, atom 30 (H): 0.159

Here is 2 unconnected molecules or ions with the total composition C2H9NO in a non-equilibrium geometry from OMol25. Energies are from ωB97M-V/def2-TZVPD.

```
13
Properties=species:S:1:pos:R:3:forces:R:3
O -2.357370 -3.006267 1.459251 -2.8 2.5 0.2
N -0.302798 -4.044408 1.077940 -1.5 -0.1 -1.7
C 1.940400 5.214625 -1.747425 -2.4 -4.4 -0.1
C -1.064307 -2.695485 1.062961 2.9 -1.6 1.0
H -3.028163 -2.210106 1.392184 2.3 -2.2 0.1
H 2.519368 5.253874 -2.611735 0.9 0.4 -1.4
H -0.794018 -4.758443 1.643330 0.2 1.2 0.8
H -1.020466 -2.269615 0.033349 0.1 -0.2 0.8
H -0.563113 -4.529257 0.192662 0.7 0.9 0.1
H 1.063342 4.468342 -1.946485 1.0 1.8 -0.2
H 1.596200 6.093697 -1.345919 -0.7 2.1 0.7
H 2.398579 4.580232 -1.026652 1.1 0.1 0.9
H -0.387653 -2.097190 1.816538 -1.9 -0.5 -1.3
```
Forces are in eV/Å.

Computed properties:
- SMILES = NCO.C
- orbital gap (eV) = 10.8
- LUMO energy (eV) = 0.83
- net charge = 0
- energy above the lowest of the compared OMol25 structures with the same formula, charge and spin (kJ/mol) = 141.6
- total energy (eV) = -5756.05545

Charges computed using natural (NBO), reported in e: atom 1 (O): -0.735, atom 2 (N): -0.846, atom 3 (C): -0.839, atom 4 (C): 0.093, atom 5 (H): 0.478, atom 6 (H): 0.212, atom 7 (H): 0.361, atom 8 (H): 0.156, atom 9 (H): 0.339, atom 10 (H): 0.203, atom 11 (H): 0.211, atom 12 (H): 0.213, atom 13 (H): 0.154

Here is 2 unconnected molecules or ions with the total composition C3H3I3O in a non-equilibrium geometry from OMol25. Energies are from ωB97M-V/def2-TZVPD.

```
10
Properties=species:S:1:pos:R:3:forces:R:3
I 0.920107 -3.595706 0.237381 0.1 -0.1 0.0
I 1.780783 2.399940 1.641363 0.2 0.2 -0.2
I -2.204313 0.094640 1.558608 0.6 -0.5 -0.4
O 0.668712 -1.317445 2.105074 0.5 -0.2 0.6
C -0.878546 -1.055697 0.322448 -0.2 0.0 1.7
C 0.242405 -1.760948 1.105276 -1.3 1.0 -1.1
C -1.041140 -1.061269 -0.970925 0.5 -0.2 -2.4
H 2.817125 3.418919 0.912660 -0.3 -0.2 0.2
H -1.820808 -0.536836 -1.545116 0.3 -0.1 0.8
H -0.303707 -1.567960 -1.636781 -0.6 0.1 0.8
```
Forces are in eV/Å.

Computed properties:
- SMILES = C=C(I)C(=O)I.I
- orbital gap (eV) = 9.2
- LUMO energy (eV) = -0.42
- net charge = 0
- energy above the lowest of the compared OMol25 structures with the same formula, charge and spin (kJ/mol) = 6.7
- total energy (eV) = -29507.81404

Charges computed using natural (NBO), reported in e: atom 1 (I): 0.059, atom 2 (I): -0.099, atom 3 (I): 0.161, atom 4 (O): -0.479, atom 5 (C): -0.271, atom 6 (C): 0.426, atom 7 (C): -0.354, atom 8 (H): 0.098, atom 9 (H): 0.233, atom 10 (H): 0.227